Formula: C4H8O2
Source: OMol25
Level of theory: ωB97M-V/def2-TZVPD

Results
* energy relative to the best compared isomer or geometry (same formula, charge and spin): 215.7 kJ/mol
* LUMO energy: 0.0421 hartree
* SMILES string: CCO[C@@H]1CO1
* E: -307.6303 Ha
* 2S+1: 1

Last column: natural (NBO) charge in e.
Cartesian coordinates (Å):
C: -2.155 -0.623 -0.539  -0.62
C: -0.641 -0.630 -0.513  -0.07
O: -0.195 0.438 0.320  -0.53
C: 1.081 0.251 0.793  0.33
C: 2.078 1.284 0.541  -0.13
O: 2.096 0.033 -0.154  -0.50
H: -2.527 0.355 -0.858  0.21
H: -2.560 -0.836 0.455  0.21
H: -2.523 -1.380 -1.239  0.21
H: -0.264 -1.590 -0.131  0.17
H: -0.221 -0.492 -1.517  0.18
H: 1.145 -0.392 1.675  0.16
H: 2.904 1.446 1.233  0.18
H: 1.782 2.138 -0.065  0.19

***

Formula: C4H6FNO2
Source: OMol25
Level of theory: ωB97M-V/def2-TZVPD

Results
* energy relative to the best compared isomer or geometry (same formula, charge and spin): 262.6 kJ/mol
* LUMO energy: -0.0095 hartree
* SMILES string: CC(=O)/C(CF)=N/O
* E: -461.0338 Ha
* 2S+1: 1

Last column: natural (NBO) charge in e.
Cartesian coordinates (Å):
C: -0.514 -2.173 -0.173  -0.70
C: 0.555 -1.024 0.051  0.57
O: 1.729 -1.207 0.321  -0.53
C: -0.008 0.325 -0.034  -0.02
C: 1.005 1.387 0.272  -0.01
F: 0.663 2.579 -0.454  -0.38
N: -1.290 0.499 -0.196  -0.01
O: -1.820 1.751 -0.251  -0.51
H: -1.352 -2.104 0.511  0.24
H: -0.748 -2.070 -1.171  0.23
H: -0.092 -3.129 -0.047  0.22
H: 2.048 1.154 0.062  0.23
H: 0.950 1.580 1.362  0.19
H: -1.125 2.432 -0.254  0.48

***

Formula: C2HO2P
Source: OMol25
Level of theory: ωB97M-V/def2-TZVPD

Results
* energy relative to the best compared isomer or geometry (same formula, charge and spin): 212.3 kJ/mol
* LUMO energy (alpha / beta): -0.0439 / -0.0439 hartree
* E: -568.5272 Ha
* 2S+1: 1

Last column: natural (NBO) charge in e.
Cartesian coordinates (Å):
C: 0.691 0.421 -0.244  0.08
C: -0.164 -0.861 -0.076  0.61
O: 1.888 0.535 -0.436  -0.52
O: -0.592 -1.940 -0.172  -0.39
P: -0.738 1.374 -0.042  0.25
H: -1.085 0.471 0.970  -0.02

***

Formula: CF2O2
Source: OMol25
Level of theory: ωB97M-V/def2-TZVPD

Results
* energy relative to the best compared isomer or geometry (same formula, charge and spin): 324.2 kJ/mol
* LUMO energy (alpha / beta): -0.0588 / -0.1129 hartree
* E: -388.0733 Ha
* 2S+1: 1

Last column: natural (NBO) charge in e.
Cartesian coordinates (Å):
C: 0.227 -0.274 0.054  1.05
O: 0.775 -1.735 -0.439  -0.24
O: -0.555 0.229 -0.690  -0.34
F: 0.734 0.110 1.155  -0.24
F: -1.132 1.746 -0.161  -0.24

***

Formula: C5H6O2
Source: OMol25
Level of theory: ωB97M-V/def2-TZVPD

Results
* energy relative to the best compared isomer or geometry (same formula, charge and spin): 207.3 kJ/mol
* LUMO energy: -0.0018 hartree
* SMILES string: C#CC(=O)[C@@H](C)O
* E: -344.5230 Ha
* 2S+1: 1

Last column: natural (NBO) charge in e.
Cartesian coordinates (Å):
C: 2.600 0.715 0.019  -0.12
C: 1.703 -0.052 -0.222  -0.14
C: 0.529 -0.864 -0.472  0.50
O: 0.520 -1.770 -1.284  -0.51
C: -0.720 -0.518 0.324  0.01
C: -1.009 0.978 0.265  -0.62
O: -1.803 -1.248 -0.172  -0.71
H: 3.387 1.401 0.233  0.24
H: -0.512 -0.804 1.369  0.19
H: -2.022 1.156 0.627  0.23
H: -0.937 1.347 -0.760  0.21
H: -0.305 1.541 0.881  0.22
H: -1.432 -1.882 -0.809  0.49

***

Formula: C6H19N5O3Rb
Source: OMol25
Level of theory: ωB97M-V/def2-TZVPD

Results
* net charge: +1
* energy relative to the best compared isomer or geometry (same formula, charge and spin): 0.0 kJ/mol
* LUMO energy: -0.0909 hartree
* E: -763.5236 Ha
* 2S+1: 1

Last column: natural (NBO) charge in e.
Cartesian coordinates (Å):
Rb: -1.723 1.111 0.142  0.98
C: 0.837 -1.423 -1.419  -0.61
C: -0.297 -2.141 -2.129  -0.07
C: -1.039 -1.248 -3.111  -0.07
O: -1.669 -0.190 -2.426  -0.59
C: -2.375 0.648 -3.336  -0.26
N: 0.235 -3.353 -2.748  -0.81
H: 0.496 -0.589 -0.809  0.18
H: 1.563 -1.025 -2.141  0.20
H: 1.366 -2.142 -0.794  0.24
H: -1.008 -2.435 -1.344  0.18
H: -1.790 -1.854 -3.640  0.17
H: -0.335 -0.881 -3.875  0.17
H: -3.106 1.273 -2.822  0.18
H: -2.969 0.033 -4.021  0.19
H: -1.673 1.264 -3.900  0.19
H: 1.094 -3.129 -3.244  0.35
H: -0.396 -3.707 -3.461  0.36
C: -0.482 0.163 3.827  0.79
O: -0.813 0.297 2.649  -0.76
N: 0.430 0.999 4.402  -0.84
N: -0.986 -0.818 4.617  -0.82
H: 0.669 0.981 5.376  0.40
H: 0.760 1.772 3.849  0.41
H: -0.751 -0.894 5.590  0.40
H: -1.617 -1.490 4.224  0.41
C: 1.474 2.497 1.143  0.79
O: 0.424 2.923 0.662  -0.72
N: 2.147 1.442 0.602  -0.83
N: 2.057 3.078 2.236  -0.85
H: 2.964 1.046 1.029  0.40
H: 1.868 1.105 -0.299  0.41
H: 1.719 3.961 2.573  0.42
H: 2.925 2.725 2.597  0.40

***

Formula: C8H10O3
Source: OMol25
Level of theory: ωB97M-V/def2-TZVPD

Results
* energy relative to the best compared isomer or geometry (same formula, charge and spin): 380.9 kJ/mol
* LUMO energy: 0.0286 hartree
* SMILES string: O=C1OC[C@@H]2C[C@H]3O[C@@H]3C[C@@H]12
* E: -536.4090 Ha
* 2S+1: 1

Last column: natural (NBO) charge in e.
Cartesian coordinates (Å):
O: -0.274 0.211 -2.851  -0.55
C: -0.675 0.290 -1.738  0.80
O: -1.963 0.287 -1.392  -0.49
C: -2.220 0.160 -0.002  -0.07
C: -0.791 -0.267 0.433  -0.21
C: -0.429 -0.281 2.010  -0.44
C: 1.012 0.138 1.764  0.06
O: 2.205 -0.576 1.997  -0.46
C: 1.617 -0.600 0.670  0.05
C: 1.516 0.140 -0.588  -0.44
C: 0.169 0.533 -0.541  -0.34
H: -2.672 1.093 0.523  0.20
H: -2.831 -0.752 0.167  0.20
H: -0.711 -1.314 0.352  0.22
H: -0.504 -1.286 2.381  0.22
H: -0.798 0.446 2.745  0.22
H: 1.308 1.236 1.745  0.18
H: 1.177 -1.595 0.468  0.16
H: 2.134 0.942 -0.689  0.23
H: 1.837 -0.516 -1.423  0.23
H: 0.113 1.680 -0.349  0.25

***

Formula: C20H27NO2
Source: OMol25
Level of theory: ωB97M-V/def2-TZVPD

Results
* energy relative to the best compared isomer or geometry (same formula, charge and spin): 1501.6 kJ/mol
* LUMO energy: 0.0273 hartree
* SMILES string: COc1ccc(CCN[C@H](C)CCc2ccc(OC)cc2)cc1
* E: -983.0042 Ha
* 2S+1: 1

Last column: natural (NBO) charge in e.
Cartesian coordinates (Å):
C: 0.554 0.093 -4.358  -0.25
O: -0.747 0.598 -4.078  -0.49
C: -1.124 1.126 -2.987  0.32
C: -0.502 1.003 -1.950  -0.32
C: -0.734 1.615 -0.757  -0.15
C: -1.908 2.353 -0.694  -0.07
C: -2.418 2.522 0.672  -0.44
C: -2.663 1.452 1.739  -0.19
N: -1.202 1.398 2.326  -0.64
C: -0.958 0.007 2.696  -0.01
C: -1.953 -0.770 3.918  -0.63
C: 0.578 -0.172 3.287  -0.44
C: 1.111 -1.501 3.033  -0.38
C: 1.360 -1.516 1.426  -0.03
C: 0.764 -2.455 0.707  -0.19
C: 1.099 -2.339 -0.799  -0.22
C: 2.179 -1.736 -1.189  0.24
O: 2.396 -1.948 -2.605  -0.52
C: 3.758 -1.543 -2.947  -0.26
C: 3.017 -1.205 -0.286  -0.29
C: 2.545 -1.099 0.943  -0.17
C: -2.793 2.150 -1.755  -0.14
C: -2.321 1.655 -2.982  -0.25
H: 0.503 -0.243 -5.330  0.19
H: 1.332 0.576 -4.142  0.16
H: 0.745 -0.896 -3.868  0.19
H: 0.551 0.657 -1.842  0.21
H: -0.202 1.547 0.241  0.24
H: -1.979 3.459 1.059  0.22
H: -3.367 3.121 0.661  0.20
H: -3.312 1.691 2.434  0.18
H: -3.015 0.691 1.367  0.18
H: -1.245 2.047 3.157  0.36
H: -1.129 -0.560 1.712  0.18
H: -1.530 -1.630 4.054  0.18
H: -3.001 -0.778 3.352  0.21
H: -1.720 -0.027 4.649  0.20
H: 1.197 0.736 2.723  0.23
H: 0.454 -0.237 4.348  0.20
H: 2.302 -1.446 3.486  0.21
H: 0.504 -2.275 3.150  0.20
H: -0.185 -2.653 1.028  0.20
H: 0.596 -3.010 -1.453  0.22
H: 3.537 -0.498 -2.983  0.19
H: 3.796 -1.534 -4.087  0.19
H: 4.544 -1.904 -2.583  0.17
H: 3.787 -0.555 -0.755  0.23
H: 3.290 -0.453 1.716  0.19
H: -3.537 2.629 -1.646  0.16
H: -2.955 1.858 -3.811  0.22